Here is a 4-piece molecular cluster, C34H72F7N2O10PS overall at a distorted geometry from OMol25. Energies are from wB97M-V/def2-TZVPD.

E   -3638.4620 a.u.
F_max   9.51 eV/Å

The geometry in ORCA input format:
```
! wB97M-V def2-TZVPD RIJCOSX def2/J DEFGRID3
* xyz 0 1
C 2.875 5.577 0.279
C 1.843 4.530 -0.512
C 0.609 4.036 0.461
C -0.386 5.220 0.978
N -1.461 5.664 0.034
C -2.216 4.552 -0.637
C -2.717 3.326 0.315
N -3.196 2.140 -0.483
C -4.069 1.191 0.285
C -3.514 0.721 1.751
C -4.745 -0.142 2.451
C -4.423 -1.731 2.667
C -3.499 -2.428 1.507
C -1.979 -2.631 2.099
C -1.189 -3.894 1.375
C -0.091 -3.306 0.295
O 1.040 -4.281 0.183
C 1.902 -3.744 -0.908
P -1.941 1.364 -1.460
C -1.496 -0.401 -0.898
C -2.732 1.102 -3.222
C -1.679 1.462 -4.431
O -3.463 5.181 -1.191
C -3.599 4.896 -2.627
S -5.412 5.179 -3.159
O -5.585 4.968 -4.692
O -5.644 6.721 -2.910
C -6.650 4.252 -2.102
F -6.025 3.678 -0.860
F -7.619 5.295 -1.591
C -7.578 3.162 -2.916
F -8.255 3.747 -4.126
F -8.710 2.690 -2.033
C -6.784 1.804 -3.386
F -7.858 0.833 -3.818
F -5.940 2.001 -4.623
F -6.043 1.110 -2.298
H 2.782 5.433 1.447
H 2.609 6.666 -0.087
H 3.977 5.254 -0.002
H 2.505 3.556 -0.708
H 1.502 4.929 -1.558
H 0.100 3.127 -0.068
H 1.133 3.590 1.437
H 0.292 6.163 1.241
H -0.919 4.936 2.005
H -1.124 6.387 -0.669
H -1.594 4.229 -1.588
H -3.666 3.728 0.917
H -1.949 2.934 1.102
H -5.127 1.683 0.464
H -4.237 0.226 -0.358
H -2.487 0.163 1.748
H -3.367 1.670 2.459
H -5.715 0.033 1.793
H -4.987 0.326 3.522
H -5.479 -2.288 2.621
H -3.990 -1.996 3.744
H -3.954 -3.495 1.220
H -3.569 -1.785 0.532
H -1.297 -1.680 2.046
H -2.090 -2.949 3.242
H -1.982 -4.605 0.881
H -0.586 -4.437 2.236
H 0.373 -2.282 0.636
H -0.661 -3.155 -0.722
H 1.526 -4.211 -1.917
H 2.999 -4.081 -0.667
H 1.871 -2.563 -0.929
H -2.398 -1.102 -1.173
H -0.593 -0.758 -1.593
H -1.109 -0.506 0.201
H -3.053 -0.033 -3.338
H -3.738 1.731 -3.334
H -0.558 1.486 -4.045
H -1.902 2.550 -4.835
H -1.809 0.728 -5.350
H -3.257 3.824 -2.945
H -2.974 5.709 -3.234
C 2.288 -6.452 1.697
O 3.219 -7.128 2.534
C 3.139 -8.550 2.393
C 4.292 -9.088 1.539
O 4.164 -8.672 0.176
C 5.053 -7.607 -0.146
H 2.521 -5.383 1.719
H 2.347 -6.798 0.662
H 1.273 -6.596 2.081
H 2.170 -8.849 1.976
H 3.219 -8.974 3.398
H 4.250 -10.181 1.542
H 5.261 -8.786 1.954
H 6.080 -7.981 -0.184
H 4.982 -6.789 0.576
H 4.783 -7.223 -1.134
C 7.095 -5.045 5.988
O 5.704 -4.795 5.823
C 5.073 -5.774 4.992
C 4.274 -6.779 5.828
O 5.141 -7.604 6.612
C 5.167 -7.210 7.980
H 7.474 -4.375 6.765
H 7.288 -6.076 6.293
H 7.623 -4.829 5.053
H 5.809 -6.287 4.362
H 4.382 -5.237 4.335
H 3.729 -7.444 5.151
H 3.540 -6.267 6.461
H 4.217 -7.469 8.458
H 5.358 -6.139 8.088
H 5.971 -7.758 8.479
C 3.684 8.518 -5.154
O 3.170 7.532 -6.042
C 3.455 6.202 -5.596
C 2.218 5.551 -4.969
O 1.869 6.184 -3.734
C 0.753 7.057 -3.872
H 3.284 9.492 -5.454
H 3.390 8.326 -4.120
H 4.776 8.552 -5.231
H 4.298 6.196 -4.895
H 3.745 5.626 -6.479
H 2.450 4.508 -4.736
H 1.372 5.561 -5.668
H -0.159 6.470 -4.019
H 0.885 7.752 -4.706
H 0.652 7.635 -2.950
*
```



Here is one molecule with the formula CH3NO2 at a distorted geometry from OMol25. Energies are from wB97M-V/def2-TZVPD.

Energy relative to the best compared isomer or geometry (same formula, charge and spin)   275.3 kJ/mol
F_max   3.39 eV/Å

The geometry in ORCA input format:
```
! wB97M-V def2-TZVPD RIJCOSX def2/J DEFGRID3
* xyz 0 1
C -0.591 0.622 0.480
H 1.714 -0.644 -0.959
H -0.363 -1.325 0.213
H -0.283 1.556 0.093
N 0.238 -0.445 0.101
O 0.794 -0.319 -1.167
O -1.509 0.556 1.239
*
```



Here is C42H39AgF3N3O3S2Te as an isolated structure at a distorted geometry from OMol25. Energies are from wB97M-V/def2-TZVPD.

Energy relative to the best compared isomer or geometry (same formula, charge and spin)   79.7 kJ/mol
F_max   1.32 eV/Å

The geometry in ORCA input format:
```
! wB97M-V def2-TZVPD RIJCOSX def2/J DEFGRID3
* xyz -2 1
Ag -0.805 0.339 -1.116
C -1.645 -0.929 5.231
C -0.885 0.394 5.402
C 0.595 0.163 5.070
C -0.995 0.828 6.862
C -1.464 1.436 4.441
C -1.995 2.662 4.871
C -2.508 3.591 3.975
C -2.500 3.288 2.620
S -3.042 4.198 1.248
C -2.544 2.855 0.186
N -2.055 1.848 0.811
C -1.991 2.062 2.176
C -1.464 1.153 3.083
C -2.673 2.960 -1.288
C -3.492 3.971 -1.811
C -3.597 4.129 -3.180
C -2.902 3.241 -4.006
C -2.136 2.225 -3.461
C -1.949 2.050 -2.075
H -1.262 -1.678 5.932
H -1.542 -1.328 4.222
H -2.712 -0.788 5.423
H 1.030 -0.573 5.754
H 1.161 1.094 5.161
H 0.729 -0.203 4.051
H -0.582 0.045 7.504
H -2.034 0.991 7.157
H -0.436 1.747 7.054
H -1.997 2.913 5.924
H -2.892 4.539 4.333
H -1.047 0.238 2.682
H -4.061 4.623 -1.152
H -4.218 4.912 -3.599
H -2.972 3.350 -5.086
H -1.658 1.519 -4.137
N -3.602 -4.709 3.006
C -3.013 -3.638 2.323
C -1.673 -3.672 1.951
C -1.142 -2.594 1.257
N -1.846 -1.513 0.936
C -3.129 -1.498 1.273
C -3.760 -2.522 1.960
H -2.954 -5.268 3.539
H -4.421 -4.462 3.538
H -1.052 -4.528 2.191
H -0.106 -2.585 0.933
H -3.679 -0.609 0.979
H -4.814 -2.454 2.205
Te 1.277 -0.745 -3.634
C 2.959 0.025 -4.692
C 3.103 1.391 -4.914
C 4.166 1.883 -5.663
C 5.105 1.012 -6.196
C 4.983 -0.352 -5.964
C 3.920 -0.840 -5.214
C 0.299 -1.102 -5.482
C -0.051 -2.396 -5.854
C -0.726 -2.628 -7.046
C -1.055 -1.570 -7.882
C -0.712 -0.275 -7.514
C -0.047 -0.044 -6.318
H 2.380 2.075 -4.488
H 4.258 2.951 -5.827
H 5.932 1.394 -6.784
H 5.717 -1.040 -6.368
H 3.828 -1.904 -5.032
H 0.185 -3.221 -5.195
H -1.005 -3.640 -7.316
H -1.590 -1.750 -8.808
H -0.981 0.561 -8.150
H 0.200 0.971 -6.028
F -2.381 -1.270 -3.568
C -1.900 -1.592 -2.292
F -2.967 -2.339 -1.772
F -0.986 -2.653 -2.632
C 5.171 -0.814 4.976
C 4.387 -0.593 3.707
C 3.434 0.409 3.619
C 2.727 0.628 2.438
C 2.973 -0.164 1.331
C 3.923 -1.180 1.406
C 4.619 -1.389 2.583
S 2.084 0.105 -0.192
O 3.113 0.119 -1.224
O 1.388 1.366 -0.003
O 1.191 -1.051 -0.297
H 4.754 -0.233 5.800
H 6.216 -0.516 4.854
H 5.166 -1.866 5.269
H 3.234 1.031 4.486
H 1.979 1.407 2.364
H 4.103 -1.794 0.533
H 5.358 -2.182 2.636
*
```



Here is one molecule with the formula C3H5NO from OMol25. Energies are from wB97M-V/def2-TZVPD.

Energy relative to the best compared isomer or geometry (same formula, charge and spin)   146.5 kJ/mol
F_max   0.80 eV/Å

The geometry in ORCA input format:
```
! wB97M-V def2-TZVPD RIJCOSX def2/J DEFGRID3
* xyz 0 1
C -0.937 -0.416 -0.356
C -0.673 0.842 0.350
N 0.320 0.323 -0.598
C 1.450 -0.339 -0.065
O 1.555 -0.886 1.006
H -0.800 -1.313 0.237
H -1.605 -0.459 -1.214
H -1.141 1.768 0.022
H -0.442 0.787 1.410
H 2.273 -0.308 -0.793
*
```